Entry 1:
# C4H5NO2

One molecule with the formula C4H5NO2 in a non-equilibrium geometry (wB97M-V/def2-TZVPD, OMol25).

Geometry as XYZ:
```
12
Properties=species:S:1:pos:R:3
O -2.67931 -1.76574 -0.43658
C -1.65032 -1.30557 -0.84110
C -0.53927 -0.52119 -0.36108
O 0.60619 -0.80783 -0.88049
N -0.76225 0.34485 0.52950
C 0.36573 1.22359 0.77784
C 1.50351 0.39557 0.36874
H -1.56293 -1.63412 -1.86722
H 0.32452 1.46079 1.83792
H 0.29683 2.14553 0.20332
H 2.11510 0.66480 -0.46692
H 1.98219 -0.20067 1.13606
```

The net charge is 0. Its energy relative to the best compared isomer or geometry (same formula, charge and spin) is 82.68 kcal/mol.

Entry 2:
# CH10N2O2

A 3-piece molecular cluster, CH10N2O2 overall in a non-equilibrium geometry (wB97M-V/def2-TZVPD, OMol25).

Geometry as XYZ:
```
15
Properties=species:S:1:pos:R:3
N -1.01004 1.27262 -3.41009
C -1.61805 1.54180 -2.17842
N -1.29794 0.64712 -0.98091
H -0.05258 0.89773 -3.08419
H -1.42382 0.57301 -3.95492
H -1.55344 2.50827 -1.75561
H -2.60699 1.45516 -2.38089
H -1.85405 0.29017 -0.19338
H -0.40518 1.00539 -0.46624
H 1.95479 -3.52276 2.33006
H 2.02463 -4.45604 1.11167
O 2.55512 -3.75141 1.60056
H 0.35174 0.68314 3.22990
H 1.53189 0.26154 4.01829
O 0.93203 0.95333 4.01853
```

The net charge is +1. Its energy relative to the best compared isomer or geometry (same formula, charge and spin) is 45.43 kcal/mol. Its spin multiplicity is 2.

Entry 3:
# C19H26N3O

An isolated ion of composition C19H26N3O and charge +1 in a non-equilibrium geometry (wB97M-V/def2-TZVPD, OMol25).

Geometry as XYZ:
```
49
Properties=species:S:1:pos:R:3
C 3.97757 0.09175 -0.56718
C 2.79524 -0.71618 -0.19083
C 2.36681 -0.73866 1.14001
C 1.20889 -1.44824 1.50576
C 0.44281 -2.12813 0.52466
C -0.97743 -2.72957 0.58232
N -1.72866 -2.07917 1.63342
C -3.18410 -2.31825 1.73323
C -1.45648 -0.67127 1.99578
N -0.98358 -4.17208 0.84662
C -1.91684 -4.84562 0.09043
C -2.22026 -6.21365 0.19891
C -1.39602 -7.04040 1.00605
N -1.36899 -8.44243 1.03119
C -2.40939 -9.15327 0.31134
C -2.38714 -10.61171 0.68340
O -1.05442 -11.14014 0.57160
C -0.12424 -10.54635 1.48617
C -0.07612 -9.05595 1.29696
C -0.56195 -6.28867 1.88038
C -0.30823 -4.91104 1.79181
C 0.81796 -1.95550 -0.81142
C 1.98068 -1.27181 -1.15964
H 4.05566 0.16414 -1.67824
H 3.96760 1.15462 -0.21120
H 4.94034 -0.37234 -0.19994
H 2.94410 -0.21917 1.88852
H 0.96464 -1.54815 2.56870
H -1.42648 -2.68232 -0.52988
H -3.54254 -1.62599 2.52478
H -3.74129 -2.12569 0.78749
H -3.36818 -3.33966 2.08427
H -2.34199 -0.18136 2.37363
H -0.72431 -0.60136 2.81624
H -1.07910 -0.03379 1.17541
H -2.46765 -4.20914 -0.61921
H -3.02912 -6.62218 -0.40583
H -2.23043 -9.05966 -0.75371
H -3.39140 -8.72380 0.51871
H -2.75412 -10.73692 1.71772
H -2.99801 -11.19140 -0.01797
H 0.83664 -10.98657 1.20762
H -0.39609 -10.81325 2.51218
H 0.59103 -8.88907 0.43149
H 0.41622 -8.60111 2.16266
H -0.04068 -6.85002 2.63488
H 0.38139 -4.35473 2.50023
H 0.27501 -2.47026 -1.59009
H 2.29337 -1.15899 -2.18998
```

The net charge is +1. Its energy relative to the best compared isomer or geometry (same formula, charge and spin) is 20.94 kcal/mol. Its structure (SMILES) is Cc1ccc([C@H](N(C)C)[n+]2ccc(N3CCOCC3)cc2)cc1.

Entry 4:
# C25H49N7O26S

C25H49N7O26S as an isolated structure in a non-equilibrium geometry (wB97M-V/def2-TZVPD, OMol25).

Geometry as XYZ:
```
108
Properties=species:S:1:pos:R:3
C -1.79978 -2.51829 0.25971
N -1.18426 -3.86935 0.31160
O -1.82724 -4.72869 -0.29589
O -0.13022 -4.02943 0.90815
H -0.97724 -1.92330 -0.13714
H -2.05548 -2.14769 1.25237
H -2.72264 -2.71781 -0.28492
C 2.04301 -0.19956 3.99474
N 3.02689 0.90194 3.56681
O 2.60406 1.74334 2.82772
O 4.11627 0.85806 4.03716
H 2.19386 -0.49354 5.03345
H 2.20710 -1.00184 3.27536
H 1.02871 0.19066 3.91088
C 1.81110 3.33323 -1.42904
N 0.34010 3.27768 -1.71856
O -0.06736 2.88246 -2.84392
O -0.38587 3.63222 -0.83013
H 1.98784 4.23458 -0.84215
H 2.38869 3.30773 -2.35307
H 2.14799 2.45673 -0.87555
C -0.68927 0.82377 4.06592
N -1.28592 1.08601 2.71995
O -0.78124 1.95592 2.05660
O -2.21329 0.37816 2.36575
H -1.33133 0.10495 4.57499
H -0.82405 1.82238 4.48152
H 0.36898 0.56499 4.03066
C -0.54524 -1.22992 -2.48123
N 0.87114 -1.35918 -2.15964
O 1.64256 -0.61942 -2.76030
O 1.09367 -2.16316 -1.24825
H -0.80845 -0.17626 -2.38843
H -1.31567 -1.67001 -1.84810
H -0.70267 -1.54489 -3.51279
C 1.93646 2.84691 1.56878
N 1.94927 4.26829 1.79353
O 2.23562 5.07358 0.91589
O 1.45956 4.62914 2.83920
H 2.85761 2.35446 1.88036
H 1.82091 2.61786 0.50940
H 1.14488 2.39855 2.16918
C -2.35676 3.05789 -0.79419
N -3.65449 3.77381 -0.67569
O -3.91030 4.32923 0.41383
O -4.40000 3.66048 -1.62849
H -1.64514 3.38568 -1.55199
H -2.49139 1.99761 -1.00815
H -1.88492 3.21418 0.17589
O 2.22735 -1.61498 1.71032
C 1.87936 -2.77903 1.65365
O 2.20667 -3.43082 0.61571
C 1.98764 -4.85126 0.76419
C 1.75548 -5.04080 2.25748
C 1.23628 -3.67128 2.66106
H 2.84635 -5.37849 0.34856
H 1.05172 -5.20817 0.33433
H 2.66383 -5.19426 2.84011
H 1.03642 -5.84487 2.41406
H 1.39533 -3.35019 3.69048
H 0.20434 -3.60285 2.31678
O 0.35755 0.25621 -4.13106
C -0.56401 1.01600 -4.09064
O -0.92023 1.84586 -5.06309
C -2.02466 2.64590 -4.61597
C -2.64631 1.81681 -3.56085
C -1.55187 1.03639 -3.00400
H -2.58071 2.96832 -5.49627
H -1.70463 3.57363 -4.14163
H -3.60345 1.35365 -3.80061
H -2.85788 2.51947 -2.75487
H -1.88982 0.04909 -2.68916
H -1.17821 1.58847 -2.14162
O 4.85732 -2.84411 -3.67502
C 4.42386 -2.74164 -2.53618
O 5.15419 -2.94131 -1.41083
C 4.42275 -2.53045 -0.24059
C 3.21889 -1.73780 -0.85142
C 3.04569 -2.34021 -2.24656
H 4.98623 -1.89469 0.44235
H 4.19171 -3.48066 0.24091
H 3.41852 -0.67555 -0.99234
H 2.24079 -1.95898 -0.42423
H 2.78339 -1.53136 -2.92851
H 2.28070 -3.11564 -2.28676
O -2.13439 -0.61330 -1.11412
C -3.06456 -0.00683 -0.54278
O -4.02900 0.56309 -1.27913
C -4.98995 1.17564 -0.49285
C -4.80803 0.56473 0.89067
C -3.38428 0.19447 0.92448
H -5.99248 1.02912 -0.89480
H -4.70495 2.22264 -0.59614
H -5.33966 -0.37468 1.04228
H -5.12588 1.37464 1.54727
H -3.30403 -0.70858 1.52959
H -2.78428 0.99612 1.35513
C 0.50251 -0.95183 0.57528
C 1.08356 0.12164 1.48420
O 0.74622 1.28099 0.78331
S -0.52713 1.19346 -0.33283
O 0.05113 1.54712 -1.65125
O -1.75993 1.83026 0.16946
O -0.50035 -0.37505 -0.24605
H 0.17355 -1.75374 1.23620
H 1.43940 -1.21114 0.08223
H 2.16705 0.03777 1.56857
H 0.64880 0.18266 2.48188
```

The net charge is 0. The value obtained for the calculated total energy is -3717.0513 Ha.